DFT (ωB97M-V/def2-TZVPD) results for a molecular structure, C46H41ClFeN4OP2S2.

Each line ends with the Mulliken spin population.
Cartesian coordinates (Å):
Fe1 0.467 -0.799 -0.750  3.7385
O1 -2.232 -3.569 -0.265  0.0102
S1 -1.956 -2.109 -0.325  -0.0018
C1 -3.180 -1.414 -1.436  0.0142
C2 -4.244 -2.241 -1.769  0.0060
C3 -5.220 -1.761 -2.625  -0.0001
C4 -5.111 -0.477 -3.145  0.0015
C5 -4.023 0.318 -2.828  -0.0036
C6 -3.029 -0.140 -1.969  -0.0013
P1 -1.516 0.794 -1.514  -0.0138
C7 -2.237 2.028 -0.354  0.0169
C8 -3.376 1.705 0.382  -0.0016
C9 -3.922 2.608 1.283  -0.0030
C10 -3.331 3.850 1.463  0.0040
C11 -2.189 4.175 0.746  -0.0025
C12 -1.643 3.272 -0.153  -0.0006
C13 -1.197 1.778 -3.021  -0.0011
C14 -0.157 1.407 -3.867  0.0023
C15 0.090 2.128 -5.025  -0.0004
C16 -0.692 3.227 -5.349  0.0001
C17 -1.728 3.606 -4.507  0.0004
C18 -1.977 2.886 -3.349  -0.0008
C19 -2.540 -1.493 1.265  -0.0099
C20 -3.859 -1.769 1.620  -0.0003
C21 -4.297 -1.512 2.902  -0.0008
C22 -3.403 -1.017 3.849  0.0013
C23 -2.095 -0.765 3.495  -0.0060
C24 -1.640 -0.969 2.185  -0.0084
P2 0.118 -0.600 1.767  -0.0442
C25 0.935 -1.730 2.968  0.0059
C26 0.348 -2.964 3.242  0.0064
C27 0.972 -3.879 4.075  -0.0024
C28 2.199 -3.576 4.647  0.0042
C29 2.792 -2.352 4.378  -0.0024
C30 2.168 -1.438 3.543  0.0076
C31 0.406 1.060 2.486  0.0040
C32 -0.590 1.881 3.007  0.0113
C33 -0.277 3.133 3.519  -0.0019
C34 1.031 3.586 3.513  0.0019
C35 2.026 2.793 2.960  0.0000
C36 1.712 1.552 2.438  0.0185
H1 -4.268 -3.251 -1.381  -0.0007
H2 -6.055 -2.392 -2.899  0.0001
H3 -5.869 -0.101 -3.820  0.0000
H4 -3.932 1.298 -3.279  -0.0002
H5 -3.874 0.753 0.235  0.0015
H6 -4.816 2.340 1.832  -0.0001
H7 -3.760 4.562 2.158  0.0003
H8 -1.716 5.139 0.884  -0.0001
H9 -0.748 3.534 -0.701  0.0019
H10 0.454 0.547 -3.627  0.0047
H11 0.903 1.828 -5.671  -0.0001
H12 -0.495 3.788 -6.253  0.0001
H13 -2.342 4.465 -4.747  0.0000
H14 -2.776 3.206 -2.693  -0.0002
H15 -4.530 -2.199 0.889  -0.0005
H16 -5.324 -1.717 3.175  0.0001
H17 -3.730 -0.839 4.865  0.0000
H18 -1.399 -0.403 4.241  -0.0001
H19 -0.610 -3.223 2.808  0.0000
H20 0.495 -4.829 4.274  0.0000
H21 2.687 -4.287 5.300  0.0004
H22 3.747 -2.099 4.820  -0.0001
H23 2.652 -0.486 3.361  0.0007
H24 -1.623 1.572 3.004  0.0022
H25 -1.070 3.754 3.914  -0.0002
H26 1.272 4.561 3.915  0.0000
H27 3.046 3.150 2.911  -0.0003
H28 2.488 0.981 1.944  0.0002
C37 5.525 2.445 -2.679  0.0005
C38 4.247 2.276 -3.490  -0.0013
N1 3.039 2.357 -2.690  0.0102
C39 2.637 1.344 -1.868  0.0185
S2 1.378 1.693 -0.745  0.0731
N2 3.265 0.204 -1.988  -0.0093
N3 2.668 -0.818 -1.287  0.0234
C40 3.443 -1.771 -0.925  -0.0065
C41 4.928 -1.734 -1.121  0.0034
C42 2.791 -2.978 -0.335  0.0373
C43 3.538 -4.108 -0.015  0.0030
C44 2.890 -5.252 0.425  -0.0025
C45 1.514 -5.236 0.524  0.0022
C46 0.846 -4.059 0.219  -0.0050
N4 1.459 -2.952 -0.178  0.0251
H29 6.402 2.373 -3.324  -0.0002
H30 5.592 1.670 -1.916  0.0002
H31 5.549 3.418 -2.185  0.0000
H32 4.244 1.309 -3.993  0.0009
H33 4.175 3.047 -4.259  0.0000
H34 2.719 3.269 -2.410  0.0002
H35 5.168 -1.047 -1.929  -0.0001
H36 5.348 -2.709 -1.350  -0.0001
H37 5.409 -1.363 -0.212  0.0009
H38 4.611 -4.106 -0.115  -0.0001
H39 3.458 -6.139 0.669  -0.0002
H40 0.950 -6.104 0.834  -0.0001
H41 -0.233 -4.019 0.280  -0.0035
Cl1 0.032 -1.871 -2.876  0.0723

Output
energy relative to the best compared isomer or geometry (same formula, charge and spin) = 23.3 kJ/mol
HOMO-LUMO gap (spin up / spin down) = 7.491 / 7.517 eV
maximum force = 0.983 eV Å⁻¹
⟨S²⟩ = 6.0200
electronic energy = -5274.8328 Ha
2S+1 = 5



DFT (ωB97M-V/def2-TZVPD) results for 2 unconnected molecules or ions with the total composition C11H11BrN5O6 in a non-equilibrium geometry.

Each line ends with the Löwdin charge.
Cartesian coordinates (Å):
N1 1.881 -0.321 2.081  0.0987
N2 0.870 0.520 1.625  -0.2096
C1 1.091 1.987 1.943  0.0425
N3 -0.145 2.671 1.383  0.0671
C2 -1.005 1.577 0.773  -0.2292
N4 -2.231 1.645 0.157  0.0151
C3 -2.922 2.999 0.057  -0.1423
C4 -4.483 2.732 0.594  -0.0826
C5 -4.502 2.228 2.166  -0.2605
O1 -3.834 2.875 3.149  -0.0317
O2 -5.265 1.015 2.584  -0.0023
N5 -0.313 0.234 0.928  -0.4238
Br1 -0.898 -1.458 0.379  0.8750
H1 1.430 -1.225 2.415  0.1195
H2 2.215 0.127 2.978  0.1184
H3 1.971 2.543 2.489  0.1569
H4 -2.771 0.822 -0.227  0.1409
H5 -2.471 3.791 0.815  0.1404
H6 -2.899 3.477 -1.011  0.1390
H7 -5.051 3.753 0.495  0.1371
H8 -4.938 1.857 -0.046  0.1167
H9 -5.764 0.659 1.791  0.1085
C6 3.945 -3.805 -3.115  -0.0278
C7 3.817 -4.259 -1.856  -0.4778
C8 3.115 -3.273 -0.927  -0.3654
O3 2.828 -3.511 0.251  -0.0521
C9 2.755 -1.935 -1.463  -0.0497
C10 2.895 -1.476 -2.720  -0.4706
C11 3.499 -2.502 -3.675  -0.3626
O4 3.649 -2.320 -4.887  -0.0221
O5 2.587 -0.333 -3.177  -0.1013
O6 4.197 -5.373 -1.382  -0.1016
H10 4.422 -4.441 -3.853  0.0903
H11 2.326 -1.279 -0.714  0.0470

Output
energy relative to the best compared isomer or geometry (same formula, charge and spin) = 687.0 kJ/mol
HOMO-LUMO gap = 1.719 eV
maximum force = 9.200 eV Å⁻¹
electronic energy = -3724.6132 Ha
charge = -1
2S+1 = 1



DFT (ωB97M-V/def2-TZVPD) results for a molecular structure, C24H42ClFeN6O4 in a non-equilibrium geometry.

Each line ends with the Mulliken spin population.
Cartesian coordinates (Å):
Fe1 -3.579 -3.040 -0.631  5.8040
Cl1 -1.332 -0.113 -0.496  0.1410
O1 -1.966 1.140 -0.762  0.0437
O2 -0.358 -0.417 -1.523  0.0310
O3 -0.664 -0.193 0.793  0.0517
O4 -2.439 -1.126 -0.517  -0.0728
C1 -4.415 2.062 -3.681  -0.0008
C2 -5.381 2.998 -2.895  0.0003
C3 -5.239 2.931 -1.311  0.0005
C4 -5.626 1.621 -0.878  0.0004
N1 -6.035 0.591 -0.627  -0.0001
H1 -3.572 1.962 -2.998  -0.0001
H2 -4.144 2.552 -4.616  0.0000
H3 -4.849 1.095 -3.936  0.0002
H4 -6.396 2.622 -3.019  0.0000
H5 -5.430 3.953 -3.417  0.0000
H6 -5.837 3.591 -0.682  0.0000
H7 -4.199 3.041 -1.005  0.0004
C5 2.350 -2.090 4.448  0.0001
C6 2.478 -2.895 3.168  0.0000
C7 1.352 -2.463 2.281  -0.0016
C8 1.206 -3.306 1.089  0.0026
N2 1.105 -3.997 0.178  -0.0007
H8 1.434 -2.359 4.975  0.0000
H9 2.242 -1.024 4.250  0.0000
H10 3.196 -2.117 5.136  0.0000
H11 2.433 -3.937 3.482  0.0001
H12 3.436 -2.652 2.708  0.0000
H13 1.605 -1.503 1.833  -0.0007
H14 0.458 -2.365 2.898  0.0005
C9 1.422 1.875 2.947  0.0011
C10 1.574 2.589 1.544  0.0004
C11 2.406 3.865 1.596  -0.0001
C12 2.427 4.605 0.292  0.0000
N3 2.523 5.226 -0.732  0.0000
H15 0.721 2.463 3.538  0.0000
H16 2.424 1.843 3.376  0.0000
H17 1.149 0.840 2.740  -0.0007
H18 0.621 2.807 1.062  0.0000
H19 2.164 2.076 0.785  0.0003
H20 3.448 3.686 1.862  0.0000
H21 2.011 4.479 2.405  0.0000
C13 1.620 -5.220 -4.693  -0.0012
C14 1.308 -4.783 -3.270  0.0014
C15 0.363 -3.538 -3.218  -0.0097
C16 -0.898 -3.594 -2.392  0.0200
N4 -1.860 -3.707 -1.813  -0.0219
H22 2.002 -6.231 -4.835  0.0001
H23 2.343 -4.514 -5.103  0.0002
H24 0.763 -5.251 -5.366  0.0000
H25 2.280 -4.521 -2.853  0.0008
H26 0.911 -5.627 -2.706  0.0006
H27 -0.218 -3.272 -4.101  0.0026
H28 0.806 -2.624 -2.822  0.0070
C17 3.251 -1.090 -1.310  0.0008
C18 4.458 -1.898 -1.000  0.0001
C19 5.870 -1.190 -1.302  0.0000
C20 5.968 -0.668 -2.613  0.0000
N5 6.024 -0.206 -3.663  0.0000
H29 3.255 -0.115 -0.821  0.0001
H30 2.323 -1.460 -0.875  -0.0006
H31 3.016 -1.109 -2.374  -0.0002
H32 4.347 -2.749 -1.672  0.0000
H33 4.579 -2.223 0.033  0.0000
H34 6.707 -1.875 -1.169  0.0000
H35 5.984 -0.270 -0.728  0.0000
C21 -3.597 2.624 4.171  0.0000
C22 -2.875 2.306 2.847  -0.0003
C23 -2.856 3.553 1.963  0.0002
C24 -4.135 4.321 1.892  0.0000
N6 -5.122 4.926 1.890  0.0000
H36 -3.536 1.811 4.894  0.0000
H37 -4.659 2.765 3.970  0.0000
H38 -3.288 3.473 4.781  0.0000
H39 -3.357 1.471 2.340  -0.0008
H40 -1.824 2.082 3.030  0.0000
H41 -2.611 3.249 0.946  0.0001
H42 -2.068 4.238 2.278  0.0001

Output
HOMO-LUMO gap (spin up / spin down) = 8.601 / 3.338 eV
maximum force = 5.740 eV Å⁻¹
⟨S²⟩ = 12.0115
electronic energy = -3292.2279 Ha
charge = +1
2S+1 = 7